This record from the Open Molecules 2025 dataset describes a structure of composition C19H24CsN4O5PS6 in a non-equilibrium geometry. The level of theory is wB97M-V/def2-TZVPD.

Relative energy (zero: lowest compared OMol25 entry of this formula, charge and spin) = 20.3 kcal per mole
Net charge = -2
Multiplicity = 1
Electronic energy = -111142.1190 eV

Structure (XYZ):
```
60
C19H24CsN4O5PS6 (wB97M-V/def2-TZVPD)
Cs 0.21218 -0.32900 1.21994
N -7.10019 -2.88174 -2.55829
C -5.73837 -2.77502 -2.26647
C -5.22143 -1.60209 -1.71958
C -3.85691 -1.44897 -1.54365
C -3.00130 -2.47222 -1.90448
C -3.49842 -3.65061 -2.42718
C -4.86109 -3.80829 -2.59725
S -1.22121 -2.19572 -1.83481
O -0.58843 -3.23466 -2.62120
O -1.05301 -0.85446 -2.36036
N -0.68970 -2.17496 -0.32650
C -0.96087 -3.22447 0.42303
N -1.89838 -4.11373 0.01989
C -2.14683 -5.13481 0.80672
C -1.48662 -5.34874 2.00676
C -0.54707 -4.37803 2.33869
N -0.28415 -3.33915 1.58679
H -7.69184 -2.26135 -2.02623
H -7.44715 -3.82787 -2.59812
H -5.89710 -0.80023 -1.45453
H -3.44638 -0.52946 -1.15024
H -2.79599 -4.42453 -2.69606
H -5.26180 -4.72589 -3.00716
H -2.91884 -5.81441 0.45018
H -1.69060 -6.19919 2.63978
H 0.02786 -4.44101 3.25573
S 0.19703 2.62375 8.69613
C 0.26773 2.11522 7.11870
S -0.98021 2.41103 5.96106
C -0.19897 1.71463 4.53046
C 1.01683 1.13154 4.75913
S 2.03731 0.34601 3.65484
S 1.59280 1.23935 6.43645
S -1.02904 1.89575 3.05869
C 3.38194 5.30770 0.70843
C 2.42487 4.88327 -0.39684
O 2.76008 3.62688 -0.93533
P 2.37090 2.23372 -0.06822
O 3.80372 1.77378 0.49439
C 4.92096 1.37113 -0.28295
C 5.86569 2.53778 -0.54879
O 2.29028 1.27172 -1.36937
C 1.09967 1.31160 -2.14591
C 1.25047 2.23262 -3.34799
H 3.08805 6.27613 1.10726
H 4.39892 5.36987 0.32574
H 3.35110 4.56457 1.50165
H 2.46404 5.59257 -1.23588
H 1.40246 4.86375 -0.00133
H 4.58826 0.93049 -1.22721
H 5.42902 0.60274 0.31074
H 5.35465 3.29182 -1.14028
H 6.74491 2.18931 -1.08785
H 6.17636 2.98246 0.39384
H 0.25426 1.64731 -1.53705
H 0.88411 0.29267 -2.47250
H 1.44250 3.24992 -3.01639
H 0.33267 2.20378 -3.92845
H 2.08028 1.90573 -3.97056
```

Löwdin population analysis, charges in e, atoms 1 to 6: 0.9347, 0.0719, -0.3405, -0.0386, -0.0518, -0.2896